Record 1
{
  "formula": "C31H35ClN2Si2Zr",
  "method": "ωB97M-V/def2-TZVPD",
  "symbols": ["H", "C", "H", "H", "H", "Cl", "H", "H", "H", "C", "H", "H", "N", "C", "H", "H", "H", "Zr", "H", "C", "H", "H", "C", "C", "H", "H", "H", "H", "C", "C", "C", "H", "H", "H", "C", "Si", "H", "C", "C", "H", "H", "H", "C", "C", "C", "C", "C", "H", "C", "H", "C", "C", "H", "C", "Si", "C", "C", "H", "C", "H", "C", "C", "C", "C", "H", "H", "C", "H", "H", "C", "C", "N"],
  "coordinates": [[2.019, -4.026, -10.647], [-1.227, 3.897, -3.723], [-2.409, 2.272, -2.918], [0.099, 5.236, -4.782], [-0.747, 0.557, -3.425], [2.134, -1.670, -1.004], [-1.887, 4.693, -3.348], [0.300, 2.491, -2.022], [-1.346, -0.332, -4.963], [1.364, -2.294, -4.233], [3.004, 0.580, -4.810], [0.837, 3.986, -0.028], [0.228, 2.183, -1.036], [0.750, 3.197, -4.994], [0.122, -2.293, 1.488], [1.242, 4.949, -9.687], [0.180, -2.502, -11.408], [0.237, -0.217, -0.822], [1.154, -4.319, -3.483], [1.552, -3.329, -9.948], [-1.100, 4.578, -8.900], [1.813, -2.278, -6.711], [-1.829, -1.340, -1.091], [0.942, 3.973, -9.304], [2.444, 2.571, 1.534], [-2.779, 0.532, -0.236], [-2.392, -1.494, -2.013], [2.433, -2.255, -4.010], [-1.192, -0.511, 0.995], [0.192, 1.496, -8.207], [1.495, 1.686, -8.701], [-1.342, -4.399, -3.798], [-0.767, -0.823, -9.863], [-0.717, 2.518, -0.802], [0.559, 1.841, -4.627], [-0.300, -0.041, -7.151], [-2.503, -2.355, -4.653], [0.518, -2.478, -10.369], [-1.407, -2.388, -4.559], [-1.742, 2.412, -7.885], [2.822, -3.906, -8.292], [2.162, 3.094, -0.793], [-0.924, -2.277, -0.508], [-0.512, -1.768, 0.773], [-1.486, 2.564, -3.431], [1.406, -2.370, -7.721], [0.740, -1.135, -4.754], [1.561, 3.451, -5.685], [-0.056, -1.554, -9.477], [2.240, 0.886, -8.627], [-0.542, 1.580, -3.786], [-0.107, 4.203, -4.519], [0.697, 2.461, 1.827], [1.485, 2.256, 1.091], [1.673, 0.449, -5.410], [0.363, -1.510, -8.136], [-0.691, -1.221, -4.825], [-1.193, 0.052, 1.927], [-2.028, -0.259, -0.147], [2.886, 3.077, -9.595], [-0.734, 2.546, -8.287], [0.633, -3.463, -3.926], [-0.361, 3.774, -8.844], [1.869, 2.925, -9.238], [-0.665, -3.236, -0.936], [-1.767, -0.030, -7.005], [-0.756, -3.518, -4.090], [2.476, 0.472, 0.609], [1.391, 0.266, 1.746], [1.996, -3.268, -8.617], [1.233, 2.978, -0.211], [1.523, 0.752, 0.855]],
  "lumo_energy_ha": -0.2889,
  "charge": 2,
  "homo_lumo_gap_ev": 4.17
}

---

Record 2
{
  "formula": "C31H35HgN6O2S3Te",
  "method": "ωB97M-V/def2-TZVPD",
  "symbols": ["H", "C", "N", "H", "N", "C", "C", "C", "H", "S", "N", "H", "C", "H", "H", "C", "H", "N", "C", "C", "H", "C", "H", "N", "C", "H", "H", "C", "C", "H", "C", "C", "H", "S", "C", "C", "H", "H", "O", "H", "H", "C", "C", "H", "H", "H", "C", "H", "C", "H", "H", "Te", "C", "Hg", "N", "H", "H", "H", "C", "C", "H", "H", "H", "H", "C", "H", "C", "C", "C", "C", "C", "S", "H", "C", "C", "H", "H", "O", "H"],
  "coordinates": [[1.074, 4.429, 1.286], [-3.420, 0.451, -3.954], [2.406, -1.335, 2.570], [-2.507, -1.148, -1.095], [-0.171, -3.352, -0.412], [1.177, 2.676, 0.080], [0.492, 1.634, -0.569], [2.787, -1.025, 3.854], [2.324, -1.557, 0.099], [4.478, 0.166, 2.406], [1.058, -2.547, 4.661], [4.795, 2.209, -2.707], [-3.956, 1.807, -6.007], [-3.926, -0.395, -4.413], [-0.285, 0.182, -3.091], [-1.855, -5.120, -1.663], [-2.883, -5.165, 0.214], [3.129, -1.000, 0.367], [3.221, -0.804, 1.712], [-1.436, 3.782, -2.176], [0.875, -3.172, -2.148], [-2.861, 0.294, -2.683], [-1.283, 1.205, 5.430], [-0.504, -3.924, 5.734], [-2.124, 2.579, -2.763], [-0.477, 3.563, 1.165], [5.169, 2.728, -1.063], [-1.205, -3.870, 0.316], [2.450, 3.029, -0.354], [-1.647, 4.676, -2.766], [-0.787, -4.561, -2.365], [-2.686, 2.704, -4.026], [-4.306, 0.850, -6.396], [1.034, -2.234, 7.203], [3.069, 2.402, -1.429], [2.157, -1.307, 6.279], [-2.531, -5.813, -2.146], [-3.239, 2.215, -6.722], [-1.620, 2.419, 3.250], [-4.810, 2.488, -5.983], [-0.355, 3.644, -2.141], [0.468, -2.953, 5.739], [2.375, 1.388, -2.065], [4.454, 3.862, -2.199], [4.304, 0.194, 4.868], [2.964, 3.834, 0.161], [-0.943, 1.376, 3.296], [0.779, 2.912, 2.166], [-2.192, 1.357, -2.065], [-1.232, -3.832, 6.423], [-0.521, -0.243, 4.712], [-1.491, 1.160, 0.065], [4.444, 2.820, -1.874], [-0.334, -1.229, 1.898], [-0.427, 0.787, 2.217], [-0.843, -4.141, 4.805], [-2.547, -1.834, -2.724], [-0.591, -4.792, -3.401], [-2.992, -1.079, -2.068], [0.027, -3.676, -1.710], [-0.008, -0.853, -1.702], [-2.616, 3.657, -4.544], [-4.042, -1.350, -1.933], [2.828, 0.880, -2.911], [-3.341, 1.645, -4.644], [2.813, -0.592, 6.742], [1.106, 0.979, -1.643], [2.018, -1.605, 4.962], [-2.054, -4.767, -0.354], [-0.572, 0.840, 4.689], [3.858, -0.201, 3.972], [-1.435, -3.428, 1.960], [-1.758, 3.959, -1.148], [0.476, -0.162, -2.392], [0.604, 3.445, 1.232], [0.422, 1.215, 4.948], [3.264, -0.177, -0.202], [0.670, -2.504, 0.129], [1.243, -0.697, -2.958]],
  "lumo_energy_ha": 0.0833,
  "charge": -1,
  "homo_lumo_gap_ev": 6.24
}